DFT (wB97M-V/def2-TZVPD) results for a cluster of 3 separate species, C6H15NO in total at a distorted geometry.

HOMO energy = -8.93 eV
energy above the lowest of the compared OMol25 structures with the same formula, charge and spin = 282.3 kJ/mol
total energy = -10000.831 eV

ORCA input file:
```
! wB97M-V def2-TZVPD RIJCOSX def2/J DEFGRID3
* xyz 0 1
H -2.33020 0.40569 -0.46168
H 0.16226 0.83053 3.15407
H 1.01306 1.01448 0.82644
H -1.34817 -0.92742 -0.96115
H 1.77638 -1.06458 -2.08892
O 1.83181 -0.08078 0.16981
H 0.72821 -2.38596 -1.68818
C 0.55847 -2.00708 0.88869
C 1.20409 -1.11299 -0.13931
H -1.47139 0.65459 -2.86543
H 0.21580 -1.40574 1.72735
N 1.31068 -1.62211 -1.39118
C -0.18058 1.66555 2.55632
H -0.28300 -2.55953 0.47044
H -0.83612 2.36218 3.06164
H -0.69456 0.66368 0.20727
C 0.14546 1.78109 1.27488
C -0.88758 0.92240 -1.98407
H -0.08246 2.69930 0.74649
H 0.16769 0.75293 -2.20120
C -1.31137 0.13993 -0.74992
H -0.99324 1.99272 -1.80582
H 1.30475 -2.71888 1.25345
*
```


DFT (wB97M-V/def2-TZVPD) results for an isolated molecule of C3H4N2O3 at a distorted geometry.

HOMO energy = -10.48 eV
energy above the lowest of the compared OMol25 structures with the same formula, charge and spin = 418.2 kJ/mol
total energy = -12294.661 eV

ORCA input file:
```
! wB97M-V def2-TZVPD RIJCOSX def2/J DEFGRID3
* xyz 0 1
O -3.29460 -0.31218 0.33669
C 0.56931 -0.71956 -0.20234
N -0.62382 -0.99317 -0.21929
H 0.74404 1.33914 -0.02737
O 3.31159 -0.39880 0.41429
C -2.60207 0.59954 0.13987
H 2.91182 1.57776 -0.14648
N 1.28685 0.58130 -0.15127
C 2.58417 0.57834 -0.03312
O -1.26496 0.33371 -0.38975
H 1.11211 -1.54906 -0.14853
H -2.73390 1.78350 0.59994
*
```


DFT (wB97M-V/def2-TZVPD) results for a structure of composition C14H24BCaN8O at a distorted geometry.

HOMO energy = -10.97 eV
energy above the lowest of the compared OMol25 structures with the same formula, charge and spin = 128.7 kJ/mol
total energy = -47988.947 eV

ORCA input file:
```
! wB97M-V def2-TZVPD RIJCOSX def2/J DEFGRID3
* xyz 1 1
H -1.65123 3.32172 0.48083
H -0.05640 3.63176 1.18253
C 2.73249 1.10841 -2.89529
N 1.69938 1.46602 -2.15868
H -0.42895 -1.07756 1.01480
H 3.13024 0.10894 -2.96864
B -0.04286 -3.43295 -1.49142
N 3.22395 2.16679 -3.56337
H 3.09986 -0.67139 0.60207
N -0.93214 -1.00442 -1.97056
N -1.06395 0.06379 2.66775
C 1.52978 2.81870 -2.36692
O -0.39792 1.13187 0.79964
H 0.39860 -4.09836 -2.38995
C -1.11551 3.51234 1.41084
C -0.92375 1.20144 1.95095
H 2.66328 4.24287 -3.64909
C -0.63425 -1.20041 2.06909
H 1.85538 -4.74245 0.01243
H -2.16072 3.82949 3.64470
N -0.97523 -2.33985 -2.12647
H 4.00589 2.15914 -4.19618
C -2.66574 -1.50421 -3.29520
C -1.95150 -0.48816 -2.67574
H -1.48404 4.43818 1.83769
N 1.17359 -2.86824 -0.66765
H 3.73760 -3.24198 1.31220
C 2.94124 -2.90287 0.67328
C 2.47061 3.26655 -3.24198
C 1.98666 -3.67314 0.02446
H -0.65638 -0.55367 4.62285
H -1.29461 2.56418 4.48615
H -2.21398 -3.68971 -3.16695
N 1.55452 -1.59010 -0.49551
Ca 0.40865 0.17973 -0.82628
H -1.42836 -1.93854 2.18051
H -0.71183 -4.07723 -0.72304
C -1.95461 2.76537 3.64260
C -1.48883 -0.14285 4.04768
H -3.53242 -1.41558 -3.92618
H -2.30101 -0.87073 4.06256
N -1.32882 2.42187 2.36972
H 0.26690 -1.57135 2.56193
H -2.10805 0.58064 -2.70395
H -1.83019 0.75385 4.53767
C 2.61988 -1.59857 0.32248
C -2.00258 -2.66293 -2.91855
H -2.90595 2.25164 3.78068
H 0.74330 3.37193 -1.88048
*
```


DFT (wB97M-V/def2-TZVPD) results for a structure of composition C15H35F3N2O5Pd at a distorted geometry.

HOMO energy (alpha / beta) = -7.05 / -7.39 eV
energy above the lowest of the compared OMol25 structures with the same formula, charge and spin = 0.0 kJ/mol
total energy = -40970.740 eV
expectation value of S² = 2.00

ORCA input file:
```
! wB97M-V def2-TZVPD RIJCOSX def2/J DEFGRID3
* xyz 0 3
C -2.55967 -2.74912 -1.32639
O -1.97359 -1.78273 -0.47724
C -3.61703 1.44807 -0.62995
H 3.32411 -2.17665 -0.32057
C -2.80829 -2.09394 -2.67676
C 4.17243 -1.35634 2.06282
H 1.03186 1.96233 -1.98557
C 1.49860 -1.45893 -1.95520
H -1.92719 2.80954 -0.38447
H 3.55824 0.19361 0.67136
O 1.66297 2.22899 -0.03682
H -1.88569 -3.59773 -1.50763
H -4.39829 2.05055 -0.15875
H 0.76889 -2.27251 -1.87922
O -0.55636 -1.36811 1.22044
F -3.34316 -1.30962 1.88956
O -0.85294 1.65164 1.87894
H 3.21305 2.15885 -2.99088
H 4.96126 -1.83377 1.46396
H -3.52027 -1.26469 -2.63844
C -2.55808 -2.41785 1.79529
H -1.34653 2.21539 3.79767
H 0.71043 4.35210 -1.24446
C -0.81672 1.41658 3.27574
H -3.67920 1.70005 -1.69447
H -3.83887 0.38819 -0.51303
H 3.99395 2.54544 -1.39910
H -3.22983 -2.80496 -3.39506
C -1.40794 -2.20728 0.80254
H 2.44850 4.54643 -1.23827
Pd 0.53520 0.52045 0.51792
C -2.16379 1.59796 1.36907
H 1.65636 -0.82708 2.61353
H -1.88835 -1.72829 -3.14334
H -1.66798 -0.05522 -0.74853
H -2.72763 2.41576 1.85654
H 1.92527 -2.34235 0.69538
H 0.22885 1.39709 3.56557
H 4.71674 -0.65566 2.69590
H -1.24752 0.43193 3.48740
N -1.22239 0.87063 -0.80407
H 1.68371 4.15111 -2.76064
N 2.04559 -0.07332 2.04460
F -3.37586 -3.41479 1.44687
H 2.40828 -1.90554 -2.38724
H 3.31750 0.94491 -1.70561
C 3.13938 -0.66984 1.19760
C 1.82527 2.47368 -1.38842
H 1.17622 -0.69594 -2.66081
C 2.53690 -1.59010 0.16620
C 3.19062 2.01114 -1.90450
H -1.19134 1.08987 -1.79574
H -0.98250 -3.22851 0.59889
H 2.47179 0.58946 2.68424
O 1.77736 -0.83983 -0.72764
F -2.12062 -2.65893 3.04060
C -2.22230 1.79162 -0.13140
H 3.74361 -2.15905 2.66775
H -3.51270 -3.08814 -0.91984
C 1.62872 3.96545 -1.68196
H -2.70902 0.70801 1.70565
*
```


DFT (wB97M-V/def2-TZVPD) results for a structure of composition C45H45F5N10ORbS3Sb2Te at a distorted geometry.

HOMO energy (alpha / beta) = -1.90 / -2.00 eV
energy above the lowest of the compared OMol25 structures with the same formula, charge and spin = 190.7 kJ/mol
total energy = -131463.789 eV
expectation value of S² = 0.76

ORCA input file:
```
! wB97M-V def2-TZVPD RIJCOSX def2/J DEFGRID3
* xyz -2 2
C -5.24971 -5.96496 -0.46654
S -1.90385 4.15086 -3.16087
H -2.84770 -3.16931 -2.01610
Te -0.54236 5.87919 -1.72532
H -5.49568 -6.72358 -1.20282
C 4.29947 -2.31339 -1.82649
N -0.41737 2.17938 4.66528
C -4.51964 3.33562 2.20922
N 0.42782 4.24655 3.68001
C -3.97433 3.40971 0.93307
Rb -0.84792 2.61898 -0.79045
H 0.95158 -2.58951 -3.13435
N -0.59339 2.55719 2.26264
C -4.37293 1.08609 2.14632
Sb 1.80696 -0.40416 -1.08744
H -4.91903 -1.32254 1.23500
H -4.78803 4.24206 2.74039
H 4.53771 -4.11073 -0.68196
C -3.87895 1.13851 0.84025
H 5.38470 1.97678 1.83120
C -1.74714 -0.96680 -2.99778
O 0.72444 4.59162 -1.55385
C -3.94673 -2.43342 -0.32671
C 3.70165 -0.56792 -3.38297
H 3.05441 0.25553 -3.67538
C -4.65285 -4.10632 1.39638
H 0.07123 4.45636 1.61035
H 2.39049 -1.92125 1.82563
H 5.37561 0.43528 3.75795
H 2.35126 3.75851 4.35337
C -0.23541 -1.14819 -5.16264
H 0.05402 -1.05482 1.32846
C 3.02194 -0.19183 0.72278
C -4.48289 -3.75522 0.05958
N -2.74945 0.00388 -0.97560
H 3.83581 -1.51809 3.75449
F -1.85221 4.89809 -0.47995
F -0.32744 6.55743 0.08924
C 1.09761 -3.48444 -2.52411
C 3.02752 -1.04691 1.82231
H -0.32301 -5.28215 -1.14445
H 1.22869 2.35937 1.23458
H 2.93917 2.29977 -0.66135
C -4.21036 -1.29295 0.41976
C 4.11422 -3.11050 -0.56517
C 3.88235 0.91982 0.73850
C -0.73287 -3.03187 1.33905
C 3.92543 1.90314 -0.40237
C -2.55666 -1.06879 -1.74887
C 0.66509 -2.12053 -0.43421
H -1.23070 -2.89839 2.29325
C 0.72610 1.93472 2.10614
H -1.36197 0.90791 3.29336
H 0.38771 3.79776 5.72064
H 2.17266 -3.67424 -2.46795
N -3.67965 2.31217 0.24686
H 4.91910 -0.36939 -5.13482
H 6.41524 -2.25331 -4.49159
H -4.39972 -3.41270 2.18779
N -0.69193 -0.14636 -3.01113
N -1.21428 -1.98820 -5.09234
H 0.62027 -4.30983 -3.05341
C -0.21937 -4.35850 -0.58306
C -4.79901 -4.72537 -0.88883
S -1.02034 1.51455 -5.37353
H -5.23199 -5.65882 2.75411
H -3.74307 4.35451 0.45274
H -4.70145 -4.51699 -1.94603
H 4.31999 1.44666 -1.31601
C 3.85801 -0.83153 2.91525
C -5.10984 -5.37533 1.71340
H 2.20401 4.02225 2.60105
C 1.71983 3.58556 3.47688
H -4.47831 0.14057 2.66467
H -1.37131 4.47357 2.61320
C -0.12263 0.01329 -4.27531
C -0.80935 -4.24086 0.66375
C -3.58222 -0.10377 0.06239
C 4.75790 -0.91612 -4.21389
H 4.60851 -2.62852 0.27953
H -1.19941 4.09531 4.98001
C 3.46172 -1.24488 -2.18672
C 5.58739 -1.96396 -3.85433
H 1.52020 1.73065 5.32297
N 1.57937 2.14127 3.27591
H 0.77879 0.49883 4.28213
N -5.40919 -6.30611 0.81072
F 0.70158 7.34196 -1.86043
H 5.99576 -3.48307 -2.39965
C -0.00674 -1.98886 0.78275
C 4.72442 1.11591 1.83168
C -0.22408 3.62571 4.83018
F -0.20610 6.20282 -3.66439
C -2.08135 -1.80684 -4.04640
H 3.06337 -3.21425 -0.29867
H 0.87145 0.44949 -4.23727
C -3.11907 -2.30922 -1.42399
H 0.51197 -1.27994 -5.94235
C 0.89982 1.57466 4.43582
Sb 0.02302 3.45053 -4.46170
H -2.96663 -2.42798 -4.03627
C -1.22071 1.98165 3.45231
C 4.71811 0.25366 2.91544
N -4.71496 2.17472 2.82551
S 2.00580 2.62163 -3.64232
H -1.36519 -5.07211 1.08190
H 4.56194 2.75338 -0.15673
H -2.19720 2.44448 3.59927
C -0.39469 4.00139 2.48798
H 0.59496 0.86467 1.93978
C 5.35194 -2.65324 -2.67414
F -1.98884 7.08211 -1.87730
C 0.49917 -3.30915 -1.15686
*
```


DFT (wB97M-V/def2-TZVPD) results for a structure of composition C22H26CrN3OS7 at a distorted geometry.

HOMO energy (alpha / beta) = -6.77 / -6.83 eV
energy above the lowest of the compared OMol25 structures with the same formula, charge and spin = 13.3 kJ/mol
total energy = -134021.803 eV
expectation value of S² = 0.83

ORCA input file:
```
! wB97M-V def2-TZVPD RIJCOSX def2/J DEFGRID3
* xyz 0 2
C 0.11521 -3.15990 -0.90072
C 4.36899 1.29104 -1.87021
H -4.33590 0.26134 -1.01917
C 3.75516 0.77819 -3.00560
H -2.51444 -3.83107 -2.11326
C 2.35087 0.76379 1.90492
H -4.87671 -1.12778 0.72330
C 3.99549 -0.27403 3.32645
O -1.47162 -0.49895 0.81357
C 2.40620 0.83307 -0.55609
C 1.78879 0.32619 -1.69711
C -1.49464 3.73441 1.36988
H -1.55723 0.30577 -2.36211
S -2.08779 7.88751 0.89422
C 2.45269 0.30704 -2.91293
S -2.07487 5.18993 2.13736
C 3.37122 -0.16876 2.09631
H -1.11200 -4.53409 -0.00665
H 4.09230 0.44462 5.35305
C -0.99621 3.87538 0.13290
H 5.37511 1.68573 -1.93298
S -0.38927 2.54747 -0.82233
H 1.00693 -2.18925 -2.45580
H -1.62486 -5.33286 -2.41984
H -3.81691 -0.18318 1.80497
H -2.94546 1.23771 -0.47169
H 3.65709 -0.81548 1.27550
H 2.25818 2.07890 5.02482
H -2.77452 -2.28196 2.66527
S -2.64919 -1.02921 -0.00050
N -0.82470 -4.12996 -0.87948
Cr -0.13556 0.93578 0.83093
N 1.67965 0.88767 0.65219
C 3.70255 1.32514 -0.65387
H 0.04874 -4.19849 -3.67593
C -3.71214 -2.34672 2.11504
C 3.59786 0.52703 4.39380
C 1.96377 1.57455 2.96695
C -3.24734 0.33131 -1.00655
N 0.18458 -2.70218 -2.18034
H -1.15104 -2.90203 -3.80435
C -1.52071 -4.28488 -2.14621
H 1.95256 -0.07658 -3.79481
H -4.52614 -2.43072 2.83394
H 0.77623 -0.05721 -1.61945
H 4.18210 1.74694 0.22032
C -3.91795 -1.11597 1.24446
S 1.00230 -2.60260 0.38454
H 4.28334 0.74919 -3.94940
H 4.79825 -0.98904 3.45563
H -2.94241 -0.67217 -2.90784
S -0.99278 5.50053 -0.50329
C -2.64590 0.24822 -2.40205
H 1.21317 2.33994 2.81542
C 2.57420 1.44067 4.20969
H -3.70031 -3.25817 1.51544
C -1.73949 6.28308 0.84650
H -2.98813 1.09388 -2.99748
C -0.59042 -3.52057 -3.10645
S -1.59696 2.18178 2.16713
*
```


DFT (wB97M-V/def2-TZVPD) results for a cluster of 10 separate species, C28H39F6N14O3S2 in total at a distorted geometry.

HOMO energy = -11.60 eV
total energy = -94628.463 eV

ORCA input file:
```
! wB97M-V def2-TZVPD RIJCOSX def2/J DEFGRID3
* xyz 1 1
C -7.02998 8.14260 6.78616
C -1.90691 4.71078 6.33581
H 1.66946 -7.74721 -1.70621
O 1.62940 -4.68518 0.63230
C -6.32360 9.34244 7.24113
H -2.09186 -0.91750 -4.89843
H 1.65325 -0.65618 -4.11945
C -0.36483 -12.61138 -3.70268
C -6.16865 4.30022 4.22534
H 7.19983 -2.74212 2.01533
H 0.57377 -12.55355 -4.25791
H -1.20330 1.61931 -0.76972
H 0.48231 -1.48628 -5.35808
C -1.51671 -12.72124 -4.60107
C 1.23104 -9.82468 -1.61775
H 2.94208 6.94473 -0.12513
N -5.76876 10.28436 7.59854
H -3.19246 5.35298 4.77021
C 2.49949 1.98671 -6.67349
S 4.11448 1.02006 2.22578
C -3.54858 0.84937 1.08255
H -0.29330 -13.47129 -3.03355
O -2.19432 1.18731 1.01597
C -0.40032 -0.36170 0.10086
N -0.87367 4.39194 6.72827
H 6.57870 4.42767 2.21284
C 5.54090 4.72082 2.38604
H -2.19479 -2.28388 -3.69228
N -0.18237 -0.34576 -2.13674
H 7.13165 -0.98370 2.00311
N 1.41957 0.17758 1.59811
H -7.68295 7.74141 7.56411
C 2.85205 0.60893 -6.32337
N 3.13034 -0.47357 -6.04871
H 1.60032 2.31667 -6.14822
H -3.96461 4.32730 5.97136
N 2.09279 -2.50443 -0.82239
C 4.72107 4.52999 1.18741
C 0.96184 0.55528 0.20439
C 1.39399 -1.37690 -0.93094
H -7.65414 8.35003 5.91432
H 1.65902 7.35275 1.00688
H -2.39867 0.25348 -0.87950
C -0.21497 -4.41033 -1.38341
C 5.92794 -1.92148 0.52725
H -0.42691 -11.71903 -3.07734
C -6.01404 3.52753 2.99143
F -4.01169 1.29146 2.33284
H 8.03630 -1.83790 0.75854
C 2.50951 0.81743 1.87225
H -2.65923 -0.59832 -3.11220
H 2.30822 2.09171 -7.74354
H 5.16999 4.12640 3.22401
F -3.77349 -0.54011 1.04569
N 4.07498 4.36636 0.24919
N -6.28577 4.90447 5.19692
C -1.94847 -1.16325 -3.79611
H 0.69278 -8.34356 -3.04282
C 0.87487 -8.44863 -1.97087
H -6.97899 3.20221 2.59657
F -0.39625 -5.81016 -1.40374
O 2.42676 -4.94916 -1.61718
C 1.88820 7.22169 -0.05290
N 0.34602 5.41831 -1.15303
H -5.41227 2.63376 3.15223
F -1.12287 -3.94526 -0.41673
H 2.81961 -0.07414 -0.64980
N -0.09120 -1.29308 -1.06691
N 1.51016 -10.90541 -1.34022
H 5.54706 5.76508 2.70560
H -3.59465 6.00225 6.35447
N 4.98183 -1.96181 -0.12918
C -1.57973 0.68609 -0.21708
S 1.49966 -4.11795 -0.75995
H 0.81348 1.67334 0.06651
H -0.03021 -8.12384 -1.45467
H 1.77504 8.19668 -0.53186
F -0.48850 -3.96959 -2.67076
H -6.33459 7.34866 6.50542
H -0.65806 -0.88661 1.08773
N 1.81761 0.02449 -0.93589
C -0.42867 -0.92596 -3.31840
C -3.22325 5.11595 5.83593
H -5.52417 4.11292 2.21012
N -2.42138 -12.80627 -5.30625
C 1.02378 6.21214 -0.66913
H 3.13591 -2.39252 -0.74631
H 3.30040 2.68305 -6.41625
C 0.78855 -1.37556 -4.27202
C 7.12756 -1.86894 1.36343
H 1.16358 -2.40662 -3.91500
F -4.32250 1.50045 0.10879
*
```


What is the formula in the sixth record?
C22H26CrN3OS7


Which of these has the lowest total energy?
C22H26CrN3OS7


What is the total energy in the first record?
-10000.831 eV


total energy of number 2 (C3H4N2O3)?
-12294.661 eV